Below is a cluster of 7 separate species, C43H71NO25S in total in a non-equilibrium geometry, with properties calculated with the ωB97M-V functional and the def2-TZVPD basis.

Computed properties:
Charge: 0
Gap between HOMO and LUMO (eV): 9.081

```
141
Properties=species:S:1:pos:R:3:forces:R:3
H -2.677162 0.134580 -0.994673 -0.1 0.8 -0.1
N -2.571666 1.170216 -0.948910 2.2 0.5 3.3
C -1.749859 1.369334 0.079216 -0.9 -1.6 -0.3
C -1.184770 0.119061 0.941709 -0.4 1.5 0.2
C -1.258737 2.822708 0.579259 -0.1 -0.3 -1.7
C -0.386219 3.465161 -0.655893 -1.5 0.0 1.0
S 0.547273 2.164339 -1.612059 0.4 0.0 -0.1
O 0.388581 4.621647 -0.278144 -0.2 -0.9 0.6
C 1.535023 4.341147 0.554618 2.1 -0.3 -0.5
C 2.878306 4.428761 -0.376996 -0.9 -0.6 -0.6
C 3.804542 3.133277 -0.278474 0.6 0.2 -1.1
O 4.241065 2.798514 1.062724 0.6 -0.4 -1.2
C 5.502112 2.094641 1.018191 0.9 -0.8 1.4
C 5.549640 0.867386 2.090910 0.1 0.3 -0.3
C 1.691298 5.389322 1.804093 -2.2 -0.4 -2.1
C 0.487798 5.081968 2.780009 -0.7 0.9 0.6
C 0.617824 3.908745 3.829280 -0.3 -0.1 0.7
C 1.598837 2.701560 3.534166 0.5 -0.8 1.2
O 0.837983 1.474005 3.261582 1.4 0.4 0.6
C 1.599871 0.312939 3.645076 0.1 -1.3 0.0
C 1.378519 6.832838 1.106427 0.3 0.3 -0.6
C 1.638711 8.088175 2.041103 -4.1 1.4 1.9
O 0.666877 8.506366 2.730110 4.1 -1.5 -2.3
O 2.844291 8.837695 2.152397 0.3 -2.5 -1.2
C 3.802576 8.491605 1.150552 0.1 1.1 -4.6
C 5.179326 7.724043 1.414430 0.3 0.6 0.3
O 3.552998 8.864702 -0.026002 0.8 -1.4 4.5
O 3.021633 5.216873 2.261679 -0.9 0.4 0.6
C 3.353533 5.745887 3.538361 1.6 0.9 1.5
H -1.319568 0.422612 2.040092 0.4 -0.6 -1.5
H -0.073996 -0.024865 0.720382 -1.5 0.1 0.4
H -1.798637 -0.829997 0.786368 1.0 1.3 -0.1
H -0.590279 2.794819 1.498739 -1.2 -0.4 -1.1
H -2.207130 3.465163 0.725613 1.7 -0.9 0.0
H -1.192171 3.852300 -1.386982 1.7 -0.7 0.8
H 1.261233 1.328779 -0.747703 -1.0 1.1 -0.1
H 1.476858 3.256345 0.893624 0.0 1.5 0.0
H 3.433162 5.421984 -0.253413 -0.5 -1.6 0.1
H 2.469805 4.444156 -1.458557 0.7 -0.1 1.7
H 3.320605 2.187943 -0.734546 0.4 1.6 0.7
H 4.740734 3.324828 -0.932903 -1.4 -0.1 1.0
H 5.752035 1.633942 0.001365 -0.5 1.0 1.2
H 6.312981 2.837148 1.369386 -1.1 -1.0 -1.0
H 6.416407 1.046036 2.822963 -1.4 -0.3 -1.0
H 4.561613 0.816184 2.655899 1.4 0.1 -0.7
H 5.730751 -0.141081 1.561061 -0.4 1.6 0.8
H -0.451708 4.900279 2.132408 1.7 0.4 0.8
H 0.242675 6.053023 3.360252 0.4 -1.5 -0.8
H -0.435948 3.470763 4.014506 1.7 0.6 -0.4
H 0.918773 4.363082 4.848811 -0.4 -0.7 -1.6
H 2.400151 2.852048 2.742778 -1.1 0.0 0.9
H 2.166013 2.471121 4.518655 -0.7 0.6 -1.4
H 2.043133 0.355534 4.698315 -0.7 0.4 -1.1
H 2.473126 0.071630 2.935255 -1.4 0.7 1.0
H 0.917469 -0.612374 3.629030 0.9 1.9 -0.1
H 1.902245 6.936660 0.083724 -0.5 -0.2 1.8
H 0.253403 6.869415 0.853898 1.9 0.0 0.7
H 5.635573 8.041880 2.415515 -0.8 -0.8 -1.3
H 5.940206 8.044875 0.610745 -1.6 -0.3 1.1
H 5.087487 6.581454 1.308743 -0.3 1.8 0.5
H 3.672636 6.858172 3.499269 -0.7 -1.6 -0.1
H 4.297472 5.191272 3.911112 -1.5 0.7 -0.8
H 2.588817 5.663568 4.372316 0.5 -0.1 -1.3
C -6.531383 -3.686681 0.697106 0.5 -0.1 -0.2
C -5.159626 -3.064194 0.904313 -0.9 -0.6 -0.4
C -4.389789 -3.625111 2.063668 0.3 -0.6 0.0
O -3.507029 -2.553467 2.382277 -0.1 0.5 -0.1
C -4.149611 -1.407319 2.014267 0.0 1.0 0.2
O -3.788210 -0.304410 2.306452 -0.4 -0.8 -0.1
O -5.257430 -1.685973 1.271210 0.8 0.3 0.5
H -6.569065 -4.192309 -0.270205 -0.1 0.1 0.1
H -6.754898 -4.445338 1.449841 0.0 0.2 0.0
H -7.323376 -2.939379 0.716202 0.3 0.0 0.0
H -4.580497 -3.113354 -0.024766 0.1 0.0 0.2
H -3.831518 -4.525189 1.798951 0.1 0.2 0.1
H -5.009767 -3.830749 2.941596 -0.1 0.0 -0.2
C 3.098033 -5.600926 1.802629 0.2 -0.2 0.3
C 3.044145 -4.152592 2.259922 0.1 -1.1 -0.2
C 1.862573 -3.814495 3.119309 -0.1 -0.2 0.7
O 1.730663 -2.409928 2.912169 0.3 -0.2 -0.8
C 2.215240 -2.166887 1.655583 0.0 0.5 -0.6
O 2.092730 -1.131402 1.066126 0.1 -0.8 0.2
O 2.857041 -3.260554 1.159708 -0.4 0.9 0.3
H 3.987769 -6.087411 2.209249 -0.3 0.1 -0.3
H 2.240413 -6.176478 2.162150 -0.1 0.1 -0.1
H 3.137105 -5.684222 0.714943 0.0 0.1 0.1
H 3.987101 -3.877208 2.745512 -0.1 0.1 0.0
H 2.035136 -4.037668 4.173860 -0.1 0.2 -0.1
H 0.935075 -4.296461 2.796061 0.2 -0.1 -0.1
C -2.240284 1.477078 -4.023875 0.3 0.3 -0.2
C -2.665420 0.820856 -5.327193 0.5 0.7 0.8
C -3.955456 1.336768 -5.892636 -0.1 0.6 -0.3
O -4.392139 0.238544 -6.688034 0.1 -0.6 0.1
C -3.887102 -0.883543 -6.100478 -0.2 -0.8 0.0
O -4.206983 -2.002235 -6.387023 0.2 0.8 0.1
O -2.971354 -0.563406 -5.143942 -0.6 -0.4 -0.7
H -1.295141 2.007638 -4.166061 0.0 -0.1 0.1
H -2.963693 2.223165 -3.686018 -0.1 -0.2 0.1
H -2.098251 0.750704 -3.224191 -0.1 0.1 -0.2
H -1.852653 0.880035 -6.060051 -0.2 0.0 -0.1
H -3.816729 2.230701 -6.503662 -0.1 -0.2 -0.1
H -4.717748 1.534292 -5.133069 0.2 0.0 0.1
C -1.374652 -1.761953 -8.252282 -0.3 0.3 0.1
C -0.794731 -2.273727 -9.560493 -0.4 0.5 0.8
C -1.531006 -3.438786 -10.154124 -0.6 0.0 -0.3
O -0.523911 -4.051803 -10.952597 0.5 0.1 0.2
C 0.666447 -3.768957 -10.350142 0.9 -0.4 -0.2
O 1.709647 -4.280038 -10.637239 -0.8 0.4 0.2
O 0.509078 -2.827589 -9.376237 0.2 -0.5 -0.6
H -1.724013 -0.733108 -8.377156 0.1 -0.1 0.1
H -2.241779 -2.344853 -7.931775 0.2 -0.1 0.0
H -0.636636 -1.771485 -7.447590 0.0 -0.1 -0.2
H -0.699966 -1.450190 -10.277029 0.0 -0.2 -0.1
H -2.380049 -3.129338 -10.766455 0.2 -0.1 -0.1
H -1.869401 -4.166681 -9.410632 0.0 0.2 0.1
C -11.507360 -2.602502 3.890110 -0.2 0.3 0.3
C -10.977739 -2.601578 2.465430 -0.3 0.2 0.9
C -11.934941 -3.143408 1.444360 -0.5 0.3 -0.3
O -11.056061 -3.567446 0.407825 0.6 -0.2 0.2
C -9.882124 -3.901154 1.014976 0.6 -0.6 -0.4
O -8.980284 -4.476969 0.478098 -1.3 0.2 0.4
O -9.871326 -3.492971 2.315662 0.2 -0.3 -0.8
H -11.578256 -1.577378 4.262394 0.1 -0.1 0.0
H -12.514255 -3.023631 3.952943 0.1 -0.1 0.0
H -10.857213 -3.161436 4.565784 0.0 0.0 -0.2
H -10.626951 -1.599372 2.196062 -0.1 -0.1 -0.1
H -12.631313 -2.385830 1.080077 0.1 -0.1 -0.1
H -12.499279 -4.013851 1.792591 0.1 0.1 0.2
C 8.764178 -4.442793 0.971041 0.3 0.3 0.1
C 8.159627 -5.562112 1.802895 0.5 0.8 -0.4
C 8.737793 -6.920642 1.534005 0.6 -0.2 0.2
O 7.678865 -7.780919 1.941640 -0.6 0.2 -0.1
C 6.524268 -7.083976 1.747306 -0.8 -0.4 0.0
O 5.426640 -7.559947 1.802339 1.0 0.2 0.0
O 6.783896 -5.772451 1.480101 -0.3 -0.8 0.2
H 9.262670 -3.720930 1.622978 -0.1 0.0 -0.1
H 9.526445 -4.811541 0.279710 -0.2 -0.1 0.0
H 8.006136 -3.908455 0.395173 0.0 -0.1 0.1
H 8.208904 -5.307403 2.867292 0.0 -0.2 0.0
H 9.642208 -7.112855 2.114173 -0.2 -0.1 0.0
H 8.942433 -7.107023 0.475426 0.0 0.2 0.0
```
Forces are in eV/Å.